Entry 1:
The following is a DFT calculation (ωB97M-V/def2-TZVPD) of a structure of composition C11H7F5N9O2Ru.

Geometry as XYZ:
```
35
Properties=species:S:1:pos:R:3
Ru 0.548 -0.009 -0.011
F 2.188 -0.031 -2.671
F 3.212 -2.506 -0.411
F 4.173 -0.641 -0.969
F 3.858 -2.183 -2.449
F 1.217 -1.969 -2.297
O 1.955 1.699 -0.004
O 2.744 0.307 1.540
N -0.202 1.009 1.982
N 0.048 -1.753 1.263
N -0.320 -3.817 1.720
N -0.887 2.497 3.377
N -0.829 1.338 4.069
N -0.049 -3.013 0.760
N -0.523 2.316 2.156
N -0.178 -0.869 3.493
N -0.421 -3.150 2.894
C -3.371 1.449 -2.793
C -1.153 0.657 -1.240
C -2.245 0.913 -3.402
C -1.153 0.523 -2.634
C 1.930 -0.957 -1.660
C 2.767 1.375 0.924
C -0.405 0.460 3.174
C -3.394 1.594 -1.414
C -2.299 1.204 -0.651
C 3.293 -1.574 -1.366
C -0.190 -1.890 2.567
H -4.268 2.018 -0.928
H -0.289 0.105 -3.137
H -0.524 -1.134 4.400
H 3.537 2.132 1.168
H -4.226 1.752 -3.390
H -2.330 1.348 0.423
H -2.216 0.798 -4.482
```

The HOMO-LUMO gap (alpha / beta) is 6.69 / 7.28 eV. Its HOMO energy (alpha / beta) is -1.498 / -2.498 eV. For the LUMO energy (alpha / beta), the calculation gives 0.1906 / 0.1759 Ha. The spin multiplicity is 6. The net charge is -2.

***

Entry 2:
The following is a DFT calculation (ωB97M-V/def2-TZVPD) of a structure of composition C11H7N2O6W.

Geometry as XYZ:
```
27
Properties=species:S:1:pos:R:3
W 0.100 -1.052 -0.446
O -0.323 4.613 1.909
O -0.002 -2.792 -3.199
O 2.379 1.035 -1.122
O 0.755 1.407 6.360
O 0.545 -3.919 0.958
O -2.685 0.457 -0.533
N 0.149 -0.581 1.759
N -0.842 -0.169 6.748
C 0.047 0.500 5.938
C 0.034 -2.151 -2.230
C 0.390 -2.875 0.464
C -0.877 -1.005 2.546
C 1.091 0.536 3.664
C -0.961 -0.666 3.896
C -0.228 3.555 1.472
C 1.547 0.248 -0.873
C 1.098 0.218 2.309
C -1.664 -0.116 -0.506
C 0.052 0.096 4.493
H 1.912 0.568 1.667
H 1.898 1.154 4.057
H -1.640 -1.635 2.075
H -1.228 -1.064 6.485
H -1.832 -1.010 4.453
H -0.753 0.013 7.737
H -0.096 1.846 0.770
```

The HOMO-LUMO gap (alpha / beta) is 3.76 / 3.45 eV. Its HOMO energy (alpha / beta) is -18.628 / -18.608 eV. For the LUMO energy (alpha / beta), the calculation gives -0.5462 / -0.5572 Ha. The spin multiplicity is 3. The net charge is +3.

***

Entry 3:
The following is a DFT calculation (ωB97M-V/def2-TZVPD) of a structure of composition C11H86NO31.

Geometry as XYZ:
```
129
Properties=species:S:1:pos:R:3
O 13.661 23.234 50.898
O 8.919 29.976 53.865
O 15.984 25.825 44.766
O 18.668 30.574 50.770
O 14.258 32.072 55.400
O 14.794 22.893 47.779
O 17.018 24.221 46.874
O 11.861 26.753 43.210
O 10.739 27.757 54.495
O 15.350 32.434 50.142
O 20.975 28.563 48.095
O 16.043 30.966 52.127
O 13.280 24.166 43.610
O 10.646 30.313 48.420
O 14.974 28.638 53.136
O 11.611 25.430 50.663
O 9.192 28.819 49.927
O 10.321 33.114 52.178
O 14.281 26.739 54.453
O 19.442 25.204 48.244
O 12.973 22.458 45.689
O 12.637 33.428 51.407
O 15.427 24.687 52.546
O 19.029 26.292 52.500
O 20.247 26.350 49.874
O 12.361 29.931 55.689
O 10.549 28.227 45.305
O 11.054 31.782 54.717
O 14.354 28.317 43.367
O 15.613 29.802 45.271
O 16.557 25.789 53.741
N 14.694 28.236 49.654
C 14.127 26.559 47.594
C 16.453 26.465 50.039
C 12.491 30.325 51.986
C 13.703 27.673 48.625
C 16.047 28.674 48.851
C 13.187 26.201 46.423
C 16.937 27.425 48.896
C 15.087 27.088 50.618
C 12.883 28.938 51.365
C 14.197 29.308 50.456
C 11.848 25.602 47.127
H 9.884 30.360 53.924
H 18.620 24.953 47.955
H 10.137 32.738 53.082
H 13.753 30.019 49.716
H 15.719 25.923 54.125
H 17.950 27.659 48.992
H 15.827 29.048 47.946
H 11.228 29.065 45.270
H 20.883 28.243 47.252
H 17.067 26.834 48.019
H 14.542 25.620 48.100
H 9.908 29.300 49.361
H 13.201 22.831 51.723
H 13.037 30.869 52.758
H 11.717 29.943 56.602
H 11.339 30.143 52.319
H 16.255 25.406 49.796
H 13.662 25.544 45.967
H 14.766 29.650 51.116
H 15.342 31.376 51.542
H 15.700 33.138 50.066
H 14.241 26.418 50.781
H 19.624 25.726 49.371
H 16.418 29.267 45.358
H 11.326 26.325 47.607
H 13.651 27.070 55.085
H 14.142 22.806 47.048
H 19.245 31.045 51.302
H 10.623 31.257 48.368
H 13.574 28.359 47.794
H 12.375 31.016 51.254
H 11.336 27.144 43.971
H 13.254 28.251 52.230
H 12.046 28.481 50.728
H 17.929 30.485 51.318
H 14.547 28.796 44.216
H 19.009 25.277 52.756
H 10.439 27.700 53.606
H 15.710 30.641 44.723
H 14.237 22.843 48.575
H 17.190 26.219 50.914
H 16.215 25.459 45.569
H 8.928 30.149 52.860
H 15.923 25.264 53.173
H 15.145 25.588 44.639
H 11.991 24.869 51.213
H 15.290 29.005 53.959
H 11.206 33.227 52.027
H 11.512 31.407 55.395
H 10.207 28.539 54.763
H 10.889 25.835 50.952
H 15.279 32.117 49.168
H 16.249 23.861 47.013
H 12.635 24.816 43.889
H 12.861 32.844 52.064
H 14.783 32.893 55.598
H 12.656 27.369 43.248
H 14.525 27.713 54.193
H 9.877 28.487 46.037
H 15.103 24.030 53.155
H 13.412 33.654 50.734
H 12.990 30.546 55.653
H 13.182 27.022 45.795
H 15.405 27.411 51.614
H 16.864 26.457 53.177
H 13.659 21.679 45.402
H 12.199 24.941 47.737
H 20.457 28.194 48.746
H 13.071 22.996 44.890
H 19.786 26.561 50.661
H 17.619 23.698 46.347
H 15.074 26.698 47.258
H 11.401 25.004 46.356
H 18.785 26.911 53.144
H 11.253 30.057 47.764
H 13.278 24.153 42.725
H 14.835 31.762 54.629
H 15.312 29.390 52.751
H 8.576 29.476 50.252
H 16.442 31.676 52.638
H 10.520 32.387 55.335
H 20.147 24.597 48.439
H 16.363 29.559 49.568
H 14.389 29.041 42.758
H 14.342 23.933 51.335
H 12.708 27.502 49.083
```

The HOMO-LUMO gap is 8.42 eV. Its HOMO energy is -11.749 eV. For the LUMO energy, the calculation gives -0.1224 Ha. The net charge is +1.

***

Entry 4:
The following is a DFT calculation (ωB97M-V/def2-TZVPD) of a cluster of 36 separate species, C11H89N2O38 in total.

Geometry as XYZ:
```
140
Properties=species:S:1:pos:R:3
O 1.523 -3.899 3.721
O 0.280 0.847 -4.453
O -8.303 2.817 2.805
O -1.216 -1.009 4.316
O -5.500 2.590 3.398
O 2.634 -7.938 1.771
O 5.799 -2.227 1.400
O -3.807 -4.434 -0.408
O 3.892 -2.116 -5.765
O -4.598 6.766 5.608
O 0.880 -7.720 -0.831
O -6.474 9.030 6.459
O 0.294 -1.993 0.609
O 2.789 -1.478 3.209
O 7.527 0.795 -1.489
O 3.053 5.058 0.088
O -5.498 -0.489 3.422
O -3.092 9.086 6.706
O -1.701 4.534 4.954
O -2.701 -6.193 -2.447
O -6.745 4.752 5.545
O 7.816 -1.855 3.289
O -2.272 3.989 1.649
O -3.311 -1.926 1.540
O -4.273 3.242 6.378
O -3.429 2.640 -3.279
O 6.115 -5.934 -6.014
O -6.700 -2.948 0.745
O 1.349 4.566 -5.434
O 5.709 -4.582 -3.477
O 3.627 0.796 -6.497
O -6.074 5.548 -7.237
O 0.327 -1.313 -2.760
O 0.860 -6.479 3.395
O 5.135 -1.950 -2.665
O -4.335 2.679 -6.333
O 2.597 -10.808 1.539
O 3.328 8.382 1.079
N 3.220 1.927 -0.229
N 4.340 1.235 -0.222
C -0.396 2.901 -3.174
C -0.281 -2.551 -0.609
C 0.145 -0.525 0.624
C 1.869 1.590 0.024
C 2.880 -0.768 0.317
C 1.321 -0.102 -4.787
C 1.591 0.075 0.346
C 1.521 -1.166 -3.596
C 0.659 -2.442 -1.893
C 0.756 1.787 -3.444
C 4.258 -0.135 0.046
H -6.292 2.663 2.846
H -6.950 5.161 -7.114
H 7.894 -1.998 4.240
H -4.406 3.552 -6.745
H -3.714 -2.452 0.835
H 0.440 -3.383 -2.533
H 1.778 -2.473 -1.673
H 4.074 -2.268 -4.828
H -2.368 4.225 5.582
H 4.613 -2.572 -6.219
H 0.639 -6.811 -0.616
H -3.699 2.211 -6.888
H -4.940 2.933 7.004
H 1.720 -6.134 3.131
H -0.134 3.429 -2.183
H 6.571 0.922 -1.418
H 2.775 -10.946 2.477
H -5.318 -0.625 4.361
H -3.058 -4.722 -0.948
H -3.696 2.271 -4.133
H -5.423 6.520 6.047
H -1.344 -2.158 -0.825
H -5.858 5.917 -6.372
H 6.133 -4.512 -4.343
H -0.346 -0.147 1.581
H 0.870 -7.391 3.080
H 2.208 4.916 -5.700
H 3.579 -7.975 1.582
H -4.540 2.849 5.540
H 1.306 -7.652 -1.694
H -2.322 4.704 1.003
H 5.178 -1.904 2.068
H 3.347 2.941 -0.472
H 1.356 3.657 -5.762
H -3.856 8.638 6.318
H -1.969 4.136 4.114
H 2.825 -1.891 0.516
H 5.197 -0.819 0.067
H 3.077 9.290 1.288
H 3.183 4.717 0.983
H -0.424 -3.678 -0.404
H -2.348 8.778 6.176
H 1.012 -0.650 -5.740
H -0.270 -1.049 4.128
H 2.002 -1.415 2.655
H -5.761 8.546 6.025
H -6.522 -3.085 1.684
H 5.687 -1.174 -2.836
H 2.234 -8.464 1.064
H -2.366 -1.965 1.349
H 1.615 -4.011 4.676
H -1.385 2.313 -3.076
H 5.216 -2.090 -1.713
H -8.080 3.203 3.664
H 6.574 -2.499 1.916
H 5.469 -3.668 -3.257
H 4.486 1.151 -6.758
H 2.310 0.466 -5.028
H 2.957 6.013 0.213
H -4.781 -0.959 2.976
H 1.017 2.362 -0.002
H 2.916 -2.432 3.324
H -6.110 4.253 5.012
H -6.802 5.608 5.100
H -4.565 -4.881 -0.803
H -5.386 1.636 3.519
H -6.298 8.913 7.401
H 1.748 2.281 -3.736
H -0.527 -0.233 -0.266
H 3.314 -11.274 1.093
H 8.369 -1.082 3.122
H -4.087 2.298 -2.661
H 5.294 -6.202 -5.581
H -5.984 -3.417 0.300
H -3.459 -6.640 -2.843
H -9.184 2.449 2.938
H 0.885 1.240 -2.442
H 0.649 -4.262 3.527
H 6.580 -6.766 -6.167
H -3.191 3.709 1.760
H 3.641 -0.114 -6.826
H -1.618 -1.534 3.612
H 2.356 -0.750 -2.927
H 7.741 0.211 -0.751
H 1.864 -2.146 -4.067
H -0.423 3.620 -4.055
H 3.750 8.451 0.213
H -1.953 -6.479 -2.985
H -4.141 5.924 5.482
```

The HOMO-LUMO gap is 7.17 eV. Its HOMO energy is -11.575 eV. For the LUMO energy, the calculation gives -0.1619 Ha. The net charge is +1.

***

Calculated total energy per entry: -45193.9280 -28572.7128 -77743.6588 -93625.6540 eV